The following is a DFT calculation (ωB97M-V/def2-TZVPD) of C68H148N8O12Zn as an isolated structure in a non-equilibrium geometry.

Positions of all 237 atoms, in Å:
1 Zn -0.510 -0.380 -0.263
2 C 2.766 -7.767 -3.457
3 C 3.128 -6.732 -2.474
4 C 2.936 -7.208 -0.978
5 N 2.272 -6.161 -0.035
6 C 3.270 -4.936 0.091
7 C 0.839 -5.602 -0.420
8 C 0.184 -5.240 0.911
9 C 1.104 -5.729 2.084
10 C 2.071 -6.664 1.386
11 H 1.835 -8.278 -3.213
12 H 3.480 -8.584 -3.566
13 H 2.584 -7.422 -4.474
14 H 2.463 -5.882 -2.630
15 H 4.172 -6.418 -2.493
16 H 3.923 -7.369 -0.546
17 H 2.257 -8.050 -0.848
18 H 4.182 -5.340 0.530
19 H 2.880 -4.205 0.800
20 H 3.499 -4.547 -0.901
21 H 0.939 -4.897 -1.245
22 H 0.326 -6.468 -0.839
23 H 0.014 -4.166 0.987
24 H -0.861 -5.547 0.955
25 H 1.691 -4.976 2.611
26 H 0.622 -6.357 2.834
27 H 3.027 -6.763 1.900
28 H 1.666 -7.665 1.237
29 C 1.465 -1.395 4.127
30 C 2.783 -1.038 3.480
31 C 3.736 -2.401 3.366
32 N 5.151 -2.197 3.919
33 C 5.168 -1.743 5.393
34 C 5.977 -1.222 3.064
35 C 6.551 -2.025 1.872
36 C 6.541 -3.482 2.319
37 C 6.032 -3.501 3.750
38 H 1.530 -1.245 5.204
39 H 1.159 -2.423 3.929
40 H 0.600 -0.814 3.805
41 H 3.050 -0.198 4.123
42 H 2.779 -0.387 2.606
43 H 3.863 -2.790 2.356
44 H 3.239 -3.245 3.844
45 H 6.221 -1.571 5.616
46 H 4.801 -2.593 5.968
47 H 4.577 -0.829 5.457
48 H 6.824 -0.766 3.577
49 H 5.264 -0.460 2.749
50 H 7.504 -1.584 1.577
51 H 5.940 -2.078 0.971
52 H 7.491 -4.010 2.246
53 H 5.861 -4.071 1.704
54 H 6.808 -3.309 4.492
55 H 5.462 -4.385 4.035
56 C -6.327 -1.605 4.346
57 C -7.024 -0.256 4.037
58 C -6.118 1.075 4.085
59 N -6.478 2.091 2.951
60 C -7.985 2.535 3.213
61 C -5.530 3.280 3.129
62 C -4.434 3.140 2.039
63 C -5.022 2.301 0.939
64 C -6.256 1.592 1.529
65 H -5.629 -1.334 5.138
66 H -5.757 -1.991 3.501
67 H -6.933 -2.465 4.631
68 H -7.728 -0.060 4.846
69 H -7.487 -0.373 3.057
70 H -5.035 0.984 4.003
71 H -6.240 1.687 4.979
72 H -8.194 3.315 2.481
73 H -7.913 3.026 4.183
74 H -8.600 1.651 3.039
75 H -6.107 4.201 3.044
76 H -5.032 3.277 4.098
77 H -4.064 4.114 1.716
78 H -3.589 2.588 2.452
79 H -5.263 2.883 0.049
80 H -4.369 1.526 0.539
81 H -7.114 1.880 0.921
82 H -6.192 0.506 1.603
83 C -2.465 10.087 -4.135
84 C -2.767 8.653 -3.803
85 C -2.740 8.323 -2.327
86 N -3.262 6.892 -2.079
87 C -4.742 6.766 -2.443
88 C -3.145 6.376 -0.613
89 C -2.027 5.372 -0.499
90 C -2.167 4.573 -1.817
91 C -2.466 5.764 -2.779
92 H -2.429 10.459 -5.159
93 H -1.503 10.296 -3.667
94 H -3.220 10.728 -3.680
95 H -2.092 8.085 -4.442
96 H -3.745 8.350 -4.176
97 H -3.455 8.915 -1.756
98 H -1.792 8.282 -1.791
99 H -4.942 6.828 -3.513
100 H -5.127 7.643 -1.923
101 H -5.176 5.836 -2.078
102 H -4.107 6.270 -0.113
103 H -2.886 7.356 -0.212
104 H -2.028 4.665 0.331
105 H -1.119 5.964 -0.379
106 H -3.011 3.886 -1.875
107 H -1.198 4.162 -2.102
108 H -2.885 5.378 -3.708
109 H -1.462 6.169 -2.904
110 C 0.020 -1.945 7.789
111 C -1.298 -2.562 7.146
112 C -1.184 -2.973 5.648
113 N -2.275 -3.825 5.070
114 C -3.656 -3.201 5.434
115 C -2.253 -5.308 5.643
116 C -3.129 -6.157 4.696
117 C -2.985 -5.508 3.315
118 C -2.276 -4.103 3.514
119 H 0.152 -0.896 7.525
120 H 0.872 -2.527 7.437
121 H -0.209 -1.927 8.854
122 H -2.033 -1.758 7.186
123 H -1.797 -3.363 7.692
124 H -0.268 -3.542 5.486
125 H -1.088 -2.033 5.103
126 H -3.655 -2.315 4.799
127 H -3.715 -3.048 6.512
128 H -4.407 -3.868 5.011
129 H -2.666 -5.385 6.649
130 H -1.272 -5.765 5.775
131 H -4.135 -6.000 5.083
132 H -2.999 -7.239 4.698
133 H -3.916 -5.411 2.757
134 H -2.475 -6.123 2.574
135 H -2.781 -3.208 3.150
136 H -1.202 -4.187 3.348
137 C 7.309 1.934 1.946
138 C 6.434 3.007 1.413
139 C 4.999 2.524 1.353
140 N 4.006 3.482 0.664
141 C 4.391 3.626 -0.801
142 C 2.535 3.124 0.874
143 C 1.842 4.370 0.416
144 C 2.739 5.545 0.794
145 C 4.065 4.936 1.177
146 H 8.312 2.362 1.946
147 H 7.333 1.074 1.276
148 H 7.035 1.640 2.959
149 H 6.944 3.123 0.456
150 H 6.671 3.942 1.921
151 H 4.470 2.304 2.280
152 H 4.929 1.533 0.905
153 H 4.396 2.656 -1.300
154 H 5.419 3.986 -0.767
155 H 3.820 4.417 -1.287
156 H 2.388 2.188 0.333
157 H 2.296 2.980 1.928
158 H 1.633 4.248 -0.647
159 H 0.822 4.404 0.800
160 H 2.758 6.293 0.002
161 H 2.180 5.927 1.648
162 H 5.030 5.405 0.982
163 H 3.956 4.780 2.250
164 C 1.397 2.727 -4.788
165 C 2.398 1.694 -5.187
166 C 2.336 0.468 -4.274
167 N 3.367 -0.674 -4.677
168 C 3.114 -1.300 -6.047
169 C 3.050 -1.953 -3.746
170 C 4.450 -2.502 -3.333
171 C 5.583 -1.755 -4.176
172 C 4.931 -0.376 -4.480
173 H 1.359 3.593 -5.449
174 H 1.666 3.002 -3.768
175 H 0.394 2.315 -4.682
176 H 3.347 2.226 -5.254
177 H 2.162 1.291 -6.172
178 H 1.345 0.015 -4.310
179 H 2.531 0.615 -3.211
180 H 3.762 -2.145 -6.278
181 H 3.402 -0.511 -6.742
182 H 2.090 -1.623 -6.239
183 H 2.328 -2.587 -4.261
184 H 2.501 -1.586 -2.878
185 H 4.610 -3.559 -3.543
186 H 4.644 -2.380 -2.267
187 H 5.815 -2.291 -5.096
188 H 6.457 -1.775 -3.525
189 H 5.361 0.049 -5.387
190 H 4.944 0.226 -3.571
191 C -0.373 1.036 -7.672
192 C -1.561 1.525 -6.995
193 C -2.438 0.386 -6.413
194 N -3.409 0.787 -5.252
195 C -4.550 1.710 -5.811
196 C -2.685 1.572 -4.159
197 C -3.466 1.355 -2.856
198 C -4.250 0.036 -3.028
199 C -3.999 -0.424 -4.477
200 H -0.592 0.536 -8.616
201 H 0.037 0.196 -7.110
202 H 0.448 1.752 -7.708
203 H -2.100 2.206 -7.654
204 H -1.351 2.348 -6.312
205 H -1.876 -0.330 -5.813
206 H -3.181 -0.156 -6.999
207 H -4.097 2.644 -6.144
208 H -5.213 2.006 -4.998
209 H -5.209 1.222 -6.529
210 H -2.501 2.591 -4.497
211 H -1.724 1.059 -4.203
212 H -4.069 2.212 -2.555
213 H -2.911 1.330 -1.918
214 H -5.281 0.365 -2.906
215 H -3.851 -0.617 -2.252
216 H -4.911 -0.843 -4.903
217 H -3.298 -1.258 -4.441
218 O -0.643 -3.104 -2.539
219 C -0.537 -1.849 -3.065
220 O -0.538 -0.797 -2.383
221 O -0.545 -1.891 -4.283
222 H -0.652 -3.270 -3.484
223 O -3.552 -1.140 1.736
224 C -3.307 -1.817 0.612
225 O -2.293 -1.421 0.011
226 O -4.054 -2.673 0.108
227 H -2.782 -0.592 1.568
228 O -0.825 2.853 1.775
229 C -0.949 1.702 1.111
230 O -0.606 0.593 1.555
231 O -1.195 1.619 -0.097
232 H -0.878 2.592 2.697
233 O 3.234 -1.619 -0.125
234 C 1.949 -1.149 -0.285
235 O 1.658 0.009 -0.666
236 O 1.002 -1.811 -0.122
237 H 3.744 -0.846 -0.377

Output
lowest unoccupied orbital energy	-10.45	eV
net charge	+6
HOMO energy	-18.3	eV
F_max	0.173	Eh/bohr

Mulliken atomic charge list, values in e, 6 entries: number 1, Zn, carries 3.40; number 2, C, carries -1.62; number 3, C, carries 0.22; number 4, C, carries -0.65; number 5, N, carries 0.16; number 6, C, carries -0.91